1.
{
  "formula": "C37H43I2IrN5OSi2",
  "method": "ωB97M-V/def2-TZVPD",
  "s_squared": 0.79,
  "e_homo_ev": [-6.954, -6.949],
  "charge": 0,
  "multiplicity": 2,
  "species": ["Ir", "I", "C", "C", "C", "I", "C", "O", "C", "C", "N", "C", "C", "C", "C", "C", "C", "N", "C", "H", "H", "H", "H", "H", "H", "H", "H", "H", "H", "H", "C", "Si", "C", "C", "N", "C", "C", "C", "C", "C", "C", "N", "Si", "C", "C", "C", "H", "H", "H", "H", "H", "H", "H", "H", "H", "H", "H", "H", "H", "H", "H", "H", "H", "H", "H", "H", "H", "H", "C", "C", "C", "C", "C", "C", "N", "C", "C", "C", "C", "C", "C", "H", "H", "H", "H", "H", "H", "H", "H", "H", "H"],
  "coordinates": [[0.504, 0.153, 0.247], [-7.300, 1.468, -1.825], [-5.330, 1.305, -1.100], [-4.897, 2.156, -0.095], [-3.622, 1.992, 0.396], [-2.912, 3.217, 1.946], [-2.719, 0.988, -0.057], [-1.585, 0.852, 0.547], [-3.193, 0.183, -1.130], [-2.323, -0.842, -1.803], [-1.247, -1.364, -0.969], [-0.669, -2.557, -1.539], [0.511, -3.014, -0.733], [1.077, -4.262, -0.956], [2.189, -4.637, -0.225], [2.690, -3.764, 0.731], [2.045, -2.560, 0.918], [0.991, -2.183, 0.192], [-4.483, 0.342, -1.615], [-5.537, 2.933, 0.297], [-1.867, -0.399, -2.697], [-2.975, -1.659, -2.148], [-1.619, -1.597, -0.052], [-0.343, -2.337, -2.561], [-1.396, -3.379, -1.612], [0.654, -4.932, -1.692], [2.644, -5.605, -0.388], [3.556, -4.021, 1.324], [2.354, -1.864, 1.686], [-4.834, -0.298, -2.415], [-0.970, -2.195, 2.636], [-0.220, -0.696, 3.516], [1.209, -1.331, 4.593], [-1.678, -0.052, 4.544], [0.400, 0.511, 2.414], [0.554, 1.793, 2.728], [0.612, 2.260, 4.067], [0.713, 3.590, 4.361], [0.791, 4.543, 3.323], [0.784, 4.133, 2.023], [0.659, 2.761, 1.671], [0.661, 2.340, 0.420], [0.737, 3.275, -1.047], [2.514, 3.876, -1.309], [0.342, 2.067, -2.443], [-0.462, 4.731, -1.221], [-1.293, -2.918, 3.387], [-0.277, -2.700, 1.973], [-1.854, -1.899, 2.068], [0.901, -2.195, 5.184], [1.574, -0.568, 5.281], [2.057, -1.631, 3.974], [-2.243, -0.878, 4.979], [-2.354, 0.509, 3.895], [-1.386, 0.614, 5.355], [0.592, 1.533, 4.866], [0.735, 3.914, 5.393], [0.860, 5.596, 3.562], [0.879, 4.860, 1.228], [3.201, 3.027, -1.284], [2.838, 4.590, -0.550], [2.611, 4.355, -2.284], [1.190, 1.406, -2.636], [0.130, 2.609, -3.366], [-0.533, 1.455, -2.207], [-0.312, 5.520, -0.484], [-1.498, 4.400, -1.131], [-0.342, 5.179, -2.209], [5.233, 0.946, 3.237], [5.212, -0.309, 2.646], [4.388, -0.563, 1.565], [3.533, 0.428, 1.057], [3.556, 1.681, 1.672], [4.393, 1.934, 2.747], [2.696, 0.155, -0.042], [3.244, -0.259, -1.224], [4.624, -0.164, -1.518], [5.116, -0.547, -2.752], [4.275, -1.051, -3.736], [2.919, -1.164, -3.462], [2.408, -0.764, -2.244], [5.904, 1.149, 4.061], [5.860, -1.094, 3.016], [4.390, -1.540, 1.098], [2.937, 2.467, 1.277], [4.416, 2.924, 3.185], [5.299, 0.248, -0.782], [6.177, -0.454, -2.950], [4.666, -1.331, -4.705], [2.255, -1.574, -4.215], [1.341, -0.807, -2.041]]
}

=====

2.
{
  "formula": "C37H43N8O5PTl",
  "method": "ωB97M-V/def2-TZVPD",
  "e_homo_ev": -4.443,
  "charge": -1,
  "species": ["Tl", "C", "O", "C", "C", "C", "C", "C", "C", "N", "N", "C", "C", "C", "C", "O", "C", "N", "C", "C", "C", "C", "H", "H", "H", "H", "H", "H", "H", "H", "H", "H", "H", "H", "C", "C", "C", "O", "C", "O", "O", "H", "H", "H", "H", "H", "H", "H", "C", "N", "C", "C", "N", "N", "C", "N", "N", "H", "H", "H", "H", "H", "H", "H", "H", "H", "H", "H", "C", "P", "C", "C", "C", "C", "C", "C", "C", "C", "C", "C", "C", "C", "H", "H", "H", "H", "H", "H", "H", "H", "H", "H", "H", "H", "H"],
  "coordinates": [[-1.111, -1.716, 1.196], [5.378, 1.723, 1.915], [5.238, 3.082, 1.685], [4.186, 3.696, 2.136], [3.862, 5.001, 1.616], [2.716, 5.750, 1.891], [1.826, 5.186, 2.786], [2.202, 3.994, 3.538], [3.317, 3.248, 3.145], [0.547, 5.863, 2.969], [-0.510, 5.271, 3.141], [-0.735, 3.895, 3.003], [-1.570, 3.366, 3.970], [-1.764, 2.007, 4.190], [-1.399, 1.079, 3.211], [-1.754, -0.162, 3.275], [-0.706, 1.640, 2.057], [-0.280, 0.737, 1.161], [0.384, 1.132, 0.079], [0.668, 2.497, -0.176], [0.296, 3.450, 0.733], [-0.379, 3.032, 1.900], [6.316, 1.481, 1.425], [4.530, 1.102, 1.603], [5.455, 1.452, 3.010], [4.494, 5.295, 0.821], [2.630, 6.653, 1.377], [1.431, 3.519, 4.207], [3.480, 2.234, 3.468], [-1.883, 4.046, 4.782], [-2.378, 1.794, 5.053], [0.756, 0.336, -0.551], [1.102, 2.840, -1.118], [0.494, 4.486, 0.689], [2.858, -3.579, 1.930], [3.180, -2.130, 1.673], [2.594, -1.181, 2.724], [4.605, -1.972, 1.644], [2.587, -1.817, 0.252], [1.297, -1.941, 0.236], [3.331, -1.609, -0.696], [3.499, -4.044, 2.701], [2.921, -4.145, 0.976], [1.850, -3.683, 2.286], [3.023, -1.343, 3.712], [1.514, -1.437, 2.787], [2.686, -0.121, 2.433], [4.766, -1.599, 0.780], [-5.771, -1.837, 2.972], [-5.336, -0.714, 2.110], [-4.889, 0.419, 2.942], [-4.489, -1.036, 1.079], [-3.606, -0.288, 0.577], [-4.792, -2.241, 0.432], [-4.376, -2.384, -0.954], [-4.641, -1.247, -1.689], [-3.980, -3.500, -1.388], [-6.559, -1.453, 3.533], [-4.910, -2.100, 3.543], [-6.185, -2.729, 2.351], [-5.781, 0.819, 3.452], [-4.500, 1.224, 2.321], [-4.054, 0.232, 3.598], [-3.303, 0.445, 1.172], [-5.660, -2.681, 0.708], [-4.432, -0.439, -1.103], [-4.039, -1.188, -2.533], [-3.736, -3.428, -2.395], [3.093, -1.027, -3.750], [1.439, -0.959, -2.956], [0.417, -0.106, -4.193], [0.867, 0.285, -5.441], [-0.050, 0.705, -6.421], [-1.431, 0.739, -6.099], [-1.811, 0.462, -4.812], [-0.911, 0.082, -3.839], [0.724, -2.626, -3.460], [0.645, -3.116, -4.778], [0.059, -4.316, -5.056], [-0.532, -5.092, -4.071], [-0.546, -4.621, -2.798], [0.156, -3.404, -2.444], [3.049, -1.592, -4.709], [3.725, -1.515, -3.023], [3.442, -0.007, -4.012], [1.937, 0.250, -5.633], [0.299, 1.137, -7.301], [-2.139, 1.081, -6.844], [-2.810, 0.731, -4.468], [-1.202, -0.118, -2.829], [1.129, -2.510, -5.612], [-0.025, -4.667, -6.073], [-1.046, -5.952, -4.278], [-1.155, -5.091, -2.057], [0.161, -3.036, -1.395]]
}

=====

3.
{
  "formula": "C37H44BBrCaIN10P",
  "method": "ωB97M-V/def2-TZVPD",
  "s_squared": 0.76,
  "e_homo_ev": [-3.858, -3.489],
  "charge": -1,
  "multiplicity": 2,
  "species": ["Ca", "C", "C", "N", "N", "C", "B", "N", "C", "C", "C", "N", "N", "C", "C", "C", "N", "N", "C", "C", "C", "N", "H", "H", "H", "H", "H", "H", "H", "H", "H", "H", "H", "H", "N", "C", "C", "C", "C", "C", "C", "H", "H", "H", "H", "H", "Br", "C", "C", "C", "N", "C", "C", "H", "H", "H", "H", "I", "C", "C", "C", "C", "P", "C", "C", "C", "C", "C", "C", "C", "C", "C", "C", "H", "H", "H", "H", "H", "H", "H", "H", "H", "H", "H", "H", "H", "H", "H", "H", "H", "H", "H", "H", "H", "H", "H"],
  "coordinates": [[0.769, 0.721, -0.176], [-1.450, -1.353, 4.202], [-0.073, -1.240, 3.944], [0.217, -0.106, 3.332], [-0.956, 0.543, 3.185], [-1.970, -0.191, 3.684], [-1.143, 1.896, 2.496], [0.212, 2.614, 2.254], [0.496, 3.893, 2.569], [1.800, 4.156, 2.227], [2.259, 2.950, 1.692], [1.312, 2.027, 1.718], [-1.980, 1.612, 1.186], [-3.144, 2.116, 0.753], [-3.595, 1.355, -0.306], [-2.607, 0.383, -0.462], [-1.636, 0.538, 0.422], [-1.940, 2.795, 3.456], [-1.781, 2.803, 4.799], [-2.431, 3.905, 5.304], [-2.962, 4.529, 4.166], [-2.659, 3.868, 3.063], [-1.982, -2.157, 4.677], [0.722, -1.933, 4.164], [-2.984, 0.171, 3.639], [-0.259, 4.523, 3.007], [2.330, 5.085, 2.326], [3.218, 2.690, 1.270], [-3.566, 2.973, 1.245], [-4.496, 1.493, -0.874], [-2.538, -0.427, -1.172], [-1.207, 2.030, 5.280], [-2.507, 4.204, 6.334], [-3.555, 5.427, 4.095], [0.304, 2.678, -1.297], [0.805, 3.864, -1.657], [1.928, 3.968, -2.514], [2.411, 5.208, -2.888], [1.846, 6.385, -2.412], [0.753, 6.293, -1.550], [0.224, 5.071, -1.190], [2.423, 3.065, -2.852], [3.271, 5.248, -3.549], [2.248, 7.348, -2.698], [0.288, 7.193, -1.162], [-0.635, 5.019, -0.532], [-0.042, 0.928, -7.543], [0.141, 0.696, -5.676], [-0.934, 0.932, -4.837], [-0.737, 0.755, -3.479], [0.411, 0.353, -2.940], [1.437, 0.146, -3.766], [1.354, 0.306, -5.143], [-1.888, 1.266, -5.218], [-1.531, 0.993, -2.783], [2.366, -0.150, -3.298], [2.220, 0.139, -5.768], [3.579, -0.177, -0.823], [-0.452, -6.116, 0.718], [-0.958, -4.673, 0.670], [-1.000, -4.143, 2.107], [-2.397, -4.651, 0.140], [0.068, -3.420, -0.288], [1.742, -3.809, 0.348], [2.568, -4.850, -0.083], [3.799, -5.079, 0.504], [4.229, -4.275, 1.554], [3.424, -3.242, 1.996], [2.199, -3.008, 1.389], [0.059, -3.834, -2.124], [1.355, -3.259, -2.699], [-1.100, -3.027, -2.732], [-0.082, -5.287, -2.587], [-1.110, -6.696, 1.372], [0.553, -6.172, 1.134], [-0.448, -6.600, -0.255], [-1.671, -4.774, 2.698], [-1.364, -3.118, 2.146], [-0.015, -4.169, 2.575], [-3.033, -5.234, 0.811], [-2.485, -5.088, -0.854], [-2.794, -3.635, 0.103], [2.249, -5.494, -0.890], [4.427, -5.884, 0.144], [5.196, -4.446, 2.008], [3.758, -2.581, 2.785], [1.598, -2.173, 1.729], [1.523, -2.236, -2.367], [1.288, -3.255, -3.791], [2.237, -3.828, -2.409], [-0.971, -1.961, -2.540], [-2.074, -3.328, -2.347], [-1.108, -3.172, -3.816], [0.716, -5.929, -2.220], [-0.040, -5.311, -3.680], [-1.032, -5.730, -2.292]]
}